Molecular formula: C2H7NO2P
Method: DFT, ωB97M-V with the def2-TZVPD basis set

Properties
* energy relative to the best compared isomer or geometry (same formula, charge and spin): 2.217 eV
* E_LUMO (spin up / spin down): 4.16 / 4.16 eV
* DFT total energy: -627.0186 hartree
* charge: -1
* Kohn-Sham gap (spin up / spin down): 0.26692 / 0.26699 hartree

Last column: Löwdin charge in e.
CARTESIAN COORDINATES (ANGSTROEM)
C (-1.764468, -1.112968, 0.211100)  -0.232
C (-0.987251, -0.072022, -0.571433)  -0.228
N (1.645300, 1.209184, 0.999264)  -0.128
O (2.472346, -1.094198, -0.056741)  -0.432
O (2.520635, 1.039520, -1.520851)  -0.443
P (1.877216, 0.231547, -0.416376)  0.403
H (-1.049075, -2.020612, 0.506820)  0.094
H (-2.001073, -0.526977, 1.077257)  0.029
H (-2.568130, -1.355363, -0.443688)  0.027
H (-1.086115, 0.892945, -0.191689)  -0.038
H (-1.185242, -0.016768, -1.577880)  -0.039
H (1.319291, 2.114448, 0.718071)  0.006
H (0.806568, 0.711263, 1.266144)  -0.019

Atomic forces in eV per Å
C 3.42 -0.52 0.07
C 2.96 -0.66 1.02
N -0.03 -1.22 -0.66
O -1.03 0.59 0.12
O -1.40 -0.41 0.90
P 0.93 -0.08 -0.95
H -1.90 1.60 -0.61
H -0.90 -0.60 0.91
H -1.05 -0.88 0.21
H -0.26 1.70 0.81
H -0.27 -0.22 -2.49
H -0.08 0.59 -0.35
H -0.40 0.12 1.00